1.
C16H29AlFN2O2 | the ωB97M-V functional and the def2-TZVPD basis

Output
HOMO-LUMO gap	6.38	eV
charge	-1
energy above the lowest of the compared OMol25 structures with the same formula, charge and spin	0.184	eV
molar mass	327.4	g mol⁻¹

Geometry (Å):
C  4.587  -1.130  -0.441
C  4.543  0.389  -0.407
O  3.650  0.921  0.570
C  2.387  0.357  0.545
O  1.702  0.476  -0.439
C  2.026  -0.366  1.812
C  0.877  0.277  2.615
C  -0.470  0.333  1.884
Al  -1.551  -1.373  2.053
C  -0.330  -3.005  1.918
C  0.074  -3.288  0.463
C  1.266  -4.213  0.280
F  1.195  -5.362  1.086
N  -2.865  -1.381  0.695
C  -2.815  -0.602  -0.297
C  -3.746  0.598  -0.475
C  -1.825  -0.769  -1.452
H  4.713  -1.550  0.562
H  5.445  -1.440  -1.046
H  3.692  -1.555  -0.903
H  5.529  0.782  -0.146
H  4.285  0.776  -1.400
H  2.925  -0.395  2.433
H  1.777  -1.396  1.537
H  0.776  -0.317  3.533
H  1.229  1.270  2.936
H  -0.319  0.621  0.839
H  -1.083  1.127  2.334
H  -2.275  -1.425  3.517
H  -0.843  -3.878  2.341
H  0.576  -2.868  2.531
H  -0.796  -3.674  -0.079
H  0.375  -2.342  -0.018
H  1.357  -4.559  -0.759
H  2.196  -3.686  0.533
H  -4.551  0.513  0.257
H  -3.190  1.527  -0.314
H  -4.179  0.626  -1.482
H  -2.263  -0.459  -2.410
H  -1.550  -1.823  -1.539
H  -0.922  -0.174  -1.276
N  -1.276  3.878  -1.628
C  -1.644  3.390  -2.849
C  -2.748  4.084  -3.266
C  -3.052  5.037  -2.255
C  -2.127  4.880  -1.255
H  -0.507  3.534  -1.081
H  -1.098  2.582  -3.304
H  -3.284  3.921  -4.186
H  -3.864  5.745  -2.253
H  -2.009  5.387  -0.314

2.
C16H29ClN3O7S | the ωB97M-V functional and the def2-TZVPD basis

Output
HOMO-LUMO gap	8.20	eV
charge	-1
energy above the lowest of the compared OMol25 structures with the same formula, charge and spin	3.170	eV
molar mass	442.9	g mol⁻¹

Geometry (Å):
Cl  -1.027  0.297  1.293
O  -0.811  -0.073  2.619
O  -0.381  -0.585  0.436
O  -2.358  0.148  0.939
O  -0.670  1.693  1.088
C  -6.481  -3.046  2.494
O  -6.566  -4.480  2.826
H  -7.268  -2.531  3.045
H  -5.513  -2.655  2.808
H  -6.815  -2.870  1.472
H  -7.302  -4.748  2.270
C  4.474  1.426  4.866
O  3.103  1.174  5.224
H  4.833  0.903  3.980
H  4.589  2.483  4.624
H  5.243  1.125  5.578
H  2.540  1.000  4.466
N  -2.644  -1.878  -4.435
C  -3.804  -2.125  -5.122
C  -3.572  -2.937  -6.237
C  -2.274  -3.526  -6.052
C  -1.803  -2.864  -4.823
H  -2.443  -1.252  -3.668
H  -4.682  -1.616  -4.752
H  -4.374  -3.097  -6.942
H  -1.807  -4.362  -6.551
H  -0.885  -2.934  -4.259
N  0.787  -6.412  2.926
C  -0.507  -6.008  3.106
C  -1.348  -6.969  3.488
C  -0.477  -8.120  3.533
C  0.736  -7.803  3.015
H  1.515  -5.724  2.801
H  -0.741  -4.957  3.180
H  -2.335  -6.832  3.904
H  -0.890  -9.091  3.761
H  1.588  -8.447  2.855
N  3.770  4.935  0.966
C  3.743  6.223  1.001
C  4.645  6.806  0.170
C  5.406  5.687  -0.379
C  4.801  4.554  0.171
H  3.073  4.312  1.348
H  2.901  6.700  1.481
H  4.708  7.876  0.035
H  6.159  5.762  -1.150
H  4.995  3.526  -0.099
C  0.547  6.425  -2.961
S  -0.507  4.929  -3.204
O  -1.053  5.016  -4.597
C  0.946  3.854  -3.383
H  0.825  6.773  -1.967
H  0.281  7.338  -3.494
H  1.483  6.242  -3.489
H  1.545  3.914  -2.475
H  1.558  3.977  -4.277
H  0.542  2.844  -3.453

3.
C16H29ClN3O7S | the ωB97M-V functional and the def2-TZVPD basis

Output
HOMO-LUMO gap (alpha / beta)	7.14 / 2.20	eV
multiplicity	2
<S²>	0.7619
molar mass	442.9	g mol⁻¹

Geometry (Å):
Cl  1.207  -0.534  -0.063
O  2.489  -0.392  -0.747
O  1.305  -0.446  1.373
O  0.383  0.616  -0.469
O  0.528  -1.775  -0.378
C  -2.285  -0.810  2.262
O  -3.214  -0.630  3.298
H  -1.829  -1.782  2.454
H  -2.661  -0.784  1.240
H  -1.488  -0.066  2.281
H  -3.672  0.196  3.124
C  -2.325  -0.302  -2.421
O  -3.283  -1.277  -2.803
H  -2.020  -0.359  -1.376
H  -1.462  -0.352  -3.085
H  -2.768  0.694  -2.453
H  -4.135  -0.994  -2.463
N  2.771  -1.357  -3.588
C  3.543  -2.008  -4.472
C  2.800  -2.249  -5.607
C  1.489  -1.789  -5.356
C  1.566  -1.137  -4.105
H  3.056  -1.147  -2.642
H  4.529  -2.220  -4.086
H  3.073  -2.700  -6.550
H  0.619  -1.873  -5.990
H  0.762  -0.751  -3.495
N  -0.243  2.828  1.481
C  0.494  3.985  1.549
C  -0.291  4.981  2.052
C  -1.431  4.336  2.598
C  -1.424  3.054  2.123
H  0.147  2.042  0.981
H  1.493  4.109  1.157
H  -0.021  6.018  2.184
H  -2.291  4.743  3.107
H  -2.092  2.215  2.247
N  3.857  2.050  1.162
C  4.954  2.712  0.686
C  5.354  3.722  1.506
C  4.391  3.705  2.528
C  3.500  2.623  2.334
H  3.351  1.294  0.723
H  5.361  2.387  -0.260
H  6.126  4.466  1.375
H  4.314  4.364  3.380
H  2.635  2.412  2.944
C  -4.971  -4.555  1.483
S  -3.290  -4.120  2.041
O  -2.522  -5.452  2.153
C  -2.734  -3.534  0.343
H  -5.597  -3.673  1.347
H  -5.347  -5.085  2.359
H  -4.888  -5.172  0.588
H  -1.655  -3.381  0.308
H  -3.209  -2.589  0.081
H  -2.952  -4.258  -0.443